Entry 1:
Below is a 11-piece molecular cluster, C20H34Cl21IO6S overall, with properties calculated with ωB97M-V with the def2-TZVPD basis set.

The value obtained for the HOMO energy is -10.20 eV. Its total charge is 0. The value obtained for the strongest force on any atom is 0.015 Eh/bohr. The HOMO-LUMO gap is 10.2809 eV. Its relative energy (zero: lowest compared OMol25 entry of this formula, charge and spin) is 0.0 kJ/mol. The SMILES is CCCC[C@]1(CC(=O)I)OS(=O)(=O)O[C@H]1CC(=O)Cl.ClCCl.ClCCl.ClCCl.ClCCl.ClCCl.ClCCl.ClCCl.ClCCl.ClCCl.ClCCl. As for the total energy: -11593.78957 Ha.

Each line ends with the Mulliken charge.
Positions of all 83 atoms, in Å:
C 1.7318 4.7808 -1.1596  -1.00
C 0.2339 5.0588 -1.3079  -0.58
C -0.5553 4.0006 -2.0855  -0.97
C -1.0550 2.7692 -1.3199  -1.05
C -0.0295 1.7218 -0.8393  1.63
C 0.6086 1.9738 0.5441  -1.38
C -0.0903 2.9517 1.4561  -0.27
O 0.2815 4.0223 1.7766  -0.49
I -1.8981 2.1164 2.2995  0.16
O 1.0835 1.6691 -1.7872  -0.49
S 0.7119 0.7930 -3.0589  1.23
O 0.2722 1.6026 -4.1329  -0.61
O 1.7403 -0.1623 -3.2373  -0.58
O -0.5814 0.0996 -2.4249  -0.44
C -0.6416 0.2940 -1.0186  0.30
C 0.0176 -0.8809 -0.2530  -1.16
C 0.3325 -2.0878 -1.1171  0.36
O -0.4627 -2.7278 -1.7122  -0.47
Cl 2.0488 -2.5201 -1.1242  -0.14
H 1.9683 4.1929 -0.2727  0.14
H 2.2934 5.7119 -1.0857  0.42
H 2.1096 4.2418 -2.0299  0.25
H -0.2299 5.2289 -0.3335  0.23
H 0.1192 5.9965 -1.8558  0.48
H 0.0073 3.7034 -2.9697  0.37
H -1.4673 4.4771 -2.4538  0.44
H -1.6450 3.1190 -0.4721  0.36
H -1.7597 2.2445 -1.9682  0.59
H 1.6337 2.3141 0.3977  0.54
H 0.6487 1.0575 1.1260  0.47
H -1.6819 0.3601 -0.7026  0.72
H -0.7026 -1.2434 0.4830  0.39
H 0.9164 -0.5931 0.2796  0.51
C -6.1560 2.8679 0.6423  -0.36
Cl -5.1048 3.5620 -0.6053  -0.15
Cl -5.3330 1.6326 1.5905  0.00
H -6.4596 3.6662 1.3098  0.19
H -7.0108 2.4149 0.1553  0.32
C 4.7224 -4.6628 -2.9777  -0.07
Cl 5.1118 -3.7654 -1.5067  -0.18
Cl 4.4405 -6.3783 -2.6635  -0.16
H 3.8189 -4.2392 -3.4008  0.25
H 5.5576 -4.5791 -3.6623  0.16
C -5.3772 -2.5605 2.0904  -0.34
Cl -4.0530 -1.4582 2.4907  -0.08
Cl -5.7272 -2.5830 0.3594  -0.15
H -5.0911 -3.5591 2.3965  0.31
H -6.2634 -2.2243 2.6149  0.26
C -5.2779 2.8720 5.5703  0.32
Cl -4.9587 1.1702 5.2005  -0.17
Cl -6.1638 3.6932 4.2764  -0.15
H -5.8787 2.9306 6.4668  0.00
H -4.3267 3.3753 5.6997  -0.01
C 6.4079 -8.2184 -5.7359  0.16
Cl 7.6214 -9.2604 -4.9891  -0.15
Cl 6.8015 -6.5004 -5.5498  -0.17
H 6.3712 -8.4348 -6.7956  -0.13
H 5.4513 -8.3978 -5.2594  0.30
C 10.0526 -6.7558 -7.8726  0.09
Cl 9.5963 -7.5415 -9.3922  -0.15
Cl 11.6206 -7.3151 -7.2791  -0.16
H 10.1147 -5.6889 -8.0488  0.27
H 9.3045 -6.9820 -7.1229  -0.05
C -1.3249 5.6478 4.5126  0.37
Cl -3.0753 5.4244 4.6729  -0.14
Cl -0.8728 7.3543 4.4586  -0.17
H -0.8459 5.1938 5.3717  0.24
H -1.0064 5.1781 3.5888  -0.33
C -7.4794 4.1643 9.3739  -0.31
Cl -7.2919 4.6543 7.6878  -0.13
Cl -6.0832 3.2171 9.9079  -0.13
H -7.5499 5.0574 9.9825  0.28
H -8.3668 3.5508 9.4684  0.30
C 5.1619 -10.8356 -9.3163  -0.23
Cl 5.7671 -11.7409 -7.9265  -0.14
Cl 5.2678 -9.0870 -9.0605  -0.16
H 5.7628 -11.0862 -10.1817  0.26
H 4.1208 -11.0912 -9.4696  0.27
C -2.4928 4.2428 10.3589  -0.18
Cl -2.6531 4.5827 8.6320  -0.07
Cl -0.9808 3.4130 10.7453  -0.17
H -2.5103 5.1857 10.8917  0.30
H -3.3168 3.6085 10.6600  0.11

=====

Entry 2:
Below is one molecule with the formula C4H5N3O at a distorted geometry, with properties calculated with ωB97M-V with the def2-TZVPD basis set.

The value obtained for the HOMO energy is -9.63 eV. Its total charge is 0. The value obtained for the strongest force on any atom is 0.142 Eh/bohr. The HOMO-LUMO gap is 9.0975 eV. Its relative energy (zero: lowest compared OMol25 entry of this formula, charge and spin) is 625.0 kJ/mol. The SMILES is CC1=NC=NC=NO1. As for the total energy: -394.72949 Ha.

Each line ends with the Mulliken charge.
Positions of all 13 atoms, in Å:
C -0.0865 -2.1763 0.2628  -0.79
C -0.0628 -0.5788 0.0264  0.61
C 1.2952 1.3009 0.1096  0.16
C -0.8442 1.9443 -0.3310  0.23
H -0.9709 -2.4494 1.0005  0.23
H 1.0398 -2.5103 0.6604  0.26
H -0.5425 -2.6252 -0.8660  0.24
H 2.4961 1.3944 0.3242  0.30
H -1.4372 2.7990 0.2795  0.29
N 0.9261 -0.0398 0.6157  -0.42
N 0.4263 2.2880 -0.2237  -0.47
N -1.4806 0.9243 -0.8137  -0.44
O -0.7587 -0.2711 -1.0446  -0.21

=====

Entry 3:
Below is C27H30N3O8PdS2 as an isolated structure at a distorted geometry, with properties calculated with ωB97M-V with the def2-TZVPD basis set.

The value obtained for the HOMO energy (alpha / beta) is -10.81 / -11.18 eV. Its total charge is +1. Its spin multiplicity is 5. The value obtained for the strongest force on any atom is 0.028 Eh/bohr. The HOMO-LUMO gap (alpha / beta) is 8.2536 / 5.8817 eV. Its relative energy (zero: lowest compared OMol25 entry of this formula, charge and spin) is 25.5 kJ/mol. As for the total energy: -2737.05219 Ha.

Each line ends with the Mulliken charge.
Positions of all 71 atoms, in Å:
Pd 0.9458 0.0678 0.6818  1.53
C -0.7690 -1.0182 3.7869  -0.71
C 0.4506 -1.7710 3.3663  0.05
N 1.1758 -1.4937 2.3203  0.99
C 2.2611 -2.3303 2.1732  -0.85
C 2.3562 -3.2796 3.1314  -0.32
S 1.0669 -3.1149 4.2413  -0.20
C 3.1609 -2.0726 1.0535  -0.28
C 4.2505 -2.7811 0.6855  -0.37
S 4.9819 -2.0542 -0.6736  -0.18
C 3.7824 -0.8308 -0.7063  0.30
N 2.9066 -0.9673 0.2597  0.68
C 3.7889 0.2223 -1.7617  -1.02
H -0.9606 -0.2194 3.0784  -0.37
H -0.6247 -0.5785 4.7745  0.51
H -1.6367 -1.6783 3.8359  0.36
H 3.1088 -4.0454 3.2504  0.47
H 4.6561 -3.6738 1.1383  0.45
H 4.7999 0.3904 -2.1308  0.57
H 3.3816 1.1510 -1.3729  0.09
H 3.1707 -0.1045 -2.6008  0.16
O 2.5486 5.7977 3.0892  -0.48
C 2.3525 4.7090 2.6434  0.43
C 2.6912 4.2299 1.2178  -0.18
O 3.2734 4.8506 0.3730  -0.51
C 2.1535 2.8343 1.1149  0.67
C 1.6093 2.4149 2.3884  0.66
O 1.1245 1.2729 2.5657  -0.55
C 1.6911 3.5282 3.3835  -0.05
O 1.3046 3.5229 4.5208  -0.52
O 2.1344 2.0865 0.1295  -0.40
C -2.4437 -3.4504 0.4191  -1.50
C -1.7429 -2.9490 -0.8570  0.22
C -0.2238 -3.1128 -0.7394  -1.32
C -2.2182 -1.5552 -1.2116  0.70
C -2.9575 -1.3848 -2.3531  -0.86
C -3.5368 -0.1495 -2.6703  -1.10
C -3.4042 0.9511 -1.8133  -0.95
C -2.6684 0.8804 -0.6568  0.97
C -2.6905 2.0700 0.2824  0.27
C -1.3190 2.6824 0.6000  -1.17
C -3.4366 1.7162 1.5803  -1.49
C -1.9856 -0.3842 -0.3555  0.22
O -1.2367 -0.4929 0.6493  -0.51
H -2.1450 -4.4812 0.6222  0.43
H -3.5303 -3.4268 0.3121  0.41
H -2.1639 -2.8347 1.2743  0.11
H -2.0700 -3.5822 -1.6829  0.74
H 0.1331 -2.6546 0.1746  0.17
H 0.3023 -2.6827 -1.5947  0.21
H 0.0196 -4.1767 -0.6895  0.55
H -3.1207 -2.2356 -3.0042  0.47
H -4.1437 -0.0568 -3.5650  0.47
H -3.9201 1.8754 -2.0487  0.47
H -3.2725 2.8336 -0.2352  0.71
H -0.8154 2.0869 1.3559  -0.07
H -1.4566 3.6813 1.0179  0.55
H -0.6883 2.7598 -0.2845  0.28
H -2.9068 0.9328 2.1242  0.14
H -4.4523 1.3715 1.3749  0.42
H -3.4994 2.5973 2.2219  0.44
N -0.3524 0.8022 -5.1814  -0.67
C -0.0465 1.4535 -3.9112  -0.27
C 0.4459 0.4348 -2.8921  0.00
O 0.8086 -0.7271 -3.3993  -0.41
O 0.5457 0.6947 -1.7123  -0.09
H -0.0949 1.3670 -5.9764  0.23
H -1.3346 0.5790 -5.2620  0.19
H 0.5776 -0.6586 -4.3562  0.45
H -0.8706 2.0094 -3.4673  0.27
H 0.7785 2.1524 -4.0465  0.41

=====

Entry 4:
Below is C20H36MoNO3P2 as an isolated structure at a distorted geometry, with properties calculated with ωB97M-V with the def2-TZVPD basis set.

The value obtained for the HOMO energy (alpha / beta) is -10.78 / -10.51 eV. Its total charge is +1. Its spin multiplicity is 3. The value obtained for the strongest force on any atom is 0.102 Eh/bohr. The HOMO-LUMO gap (alpha / beta) is 5.7373 / 5.9374 eV. Its relative energy (zero: lowest compared OMol25 entry of this formula, charge and spin) is 8.5 kJ/mol. As for the total energy: -1814.69706 Ha.

Each line ends with the Mulliken charge.
Positions of all 63 atoms, in Å:
C -1.0660 2.7125 -3.0492  -1.14
C -1.0151 1.5531 -2.2592  0.80
N 0.0780 1.1566 -1.6006  0.80
C 1.1965 1.8711 -1.6974  0.57
C 1.2560 2.9932 -2.5467  -1.02
C 0.1177 3.4177 -3.2146  -0.52
C -2.1940 0.6775 -2.1039  -1.51
P -2.3239 -0.4131 -0.6645  1.24
Mo -0.0232 -0.5086 -0.2216  -1.36
P 2.2751 -0.2945 -0.2815  1.60
C 2.3867 1.4465 -0.9038  -1.44
C -0.1212 -2.0955 1.2307  0.66
C -0.5254 -1.7718 2.5457  0.20
C -0.5374 -2.8056 3.5251  -0.81
C -0.1192 -4.0995 3.1819  -0.43
C 0.3066 -4.3946 1.8779  -0.64
C 0.2988 -3.3853 0.9031  -0.28
O -1.8564 -1.0820 -4.2149  -0.76
O 0.3650 -1.3753 -3.1507  -0.64
H -1.9977 2.9959 -3.5168  0.57
H 2.2047 3.5003 -2.6307  0.56
H 0.1498 4.2766 -3.8733  0.44
C -3.1077 0.5098 0.6342  -1.30
C -3.3435 -1.8000 -1.1076  -1.38
H 3.3193 1.5653 -1.4935  0.73
H 2.4661 2.1127 -0.0272  0.33
H -2.1769 0.0242 -3.0331  0.26
H -3.1730 1.2073 -2.1961  0.66
C 3.1546 -0.2614 1.2917  -1.27
C 3.3294 -1.1982 -1.4356  -1.43
H -0.8213 -0.7526 2.7789  0.53
H -0.8716 -2.5809 4.5455  0.41
H -0.1244 -4.8834 3.9447  0.39
H 0.6319 -5.4103 1.6276  0.39
H 0.6255 -3.5924 -0.1225  0.34
H 0.1977 -1.2815 -2.2297  0.25
H 0.6461 -2.2771 -3.4818  0.40
H -0.8725 -1.1619 -3.8741  0.52
H -1.8750 -0.5920 -5.0397  0.29
H 0.9837 -1.7351 -0.9241  0.03
H -4.1109 0.7891 0.2960  0.53
H -3.2053 -0.1080 1.5265  0.36
H -2.5320 1.3969 0.9089  0.27
H -4.3882 -1.4696 -1.1028  0.44
H -3.0579 -2.1671 -2.0994  0.37
H -3.2020 -2.5869 -0.3582  0.39
H 4.3101 -0.7227 -1.5469  0.47
H 3.4448 -2.2179 -1.0573  0.39
H 2.8049 -1.2530 -2.3979  0.36
H 4.2200 -0.0308 1.1569  0.42
H 2.6925 0.4731 1.9614  0.22
H 3.0539 -1.2492 1.7517  0.35
C 1.3281 3.0468 3.0197  -1.47
C 0.2937 1.9561 2.7139  0.63
C -1.0324 2.2176 3.4259  -1.45
O 0.1564 1.7248 1.3703  -0.41
H 0.9867 4.0080 2.6076  0.35
H 2.2982 2.8276 2.5556  0.28
H 1.4954 3.1996 4.1009  0.39
H 0.7205 1.0329 3.1912  0.14
H -1.5197 3.0919 2.9696  0.36
H -1.7091 1.3611 3.3094  0.20
H -0.8914 2.4120 4.5043  0.39

=====

Entry 5:
Below is an isolated ion of composition C4H3S5 and charge -1 at a distorted geometry, with properties calculated with ωB97M-V with the def2-TZVPD basis set.

The value obtained for the HOMO energy is -4.03 eV. Its total charge is -1. The value obtained for the strongest force on any atom is 0.107 Eh/bohr. The HOMO-LUMO gap is 6.5570 eV. Its relative energy (zero: lowest compared OMol25 entry of this formula, charge and spin) is 0.0 kJ/mol. The SMILES is CSC(=S)C(=S)C(=S)[S-]. As for the total energy: -2145.15848 Ha.

Each line ends with the Mulliken charge.
Positions of all 12 atoms, in Å:
C 1.6513 1.3010 -0.1457  0.13
C 0.6493 -1.3494 -0.2606  0.30
C 1.0529 -0.0061 0.3510  -0.29
C -2.0957 -0.0415 -0.1276  -0.64
S 0.5413 2.3325 -0.7506  -0.45
S 0.9725 -0.0124 2.0096  -0.18
S 1.7058 -2.6142 -0.5542  -0.23
S 3.2994 1.4484 -0.1279  -0.34
S -1.0650 -1.5660 -0.3604  -0.05
H -1.6389 0.7057 -0.6676  0.12
H -2.0327 0.1291 1.0009  0.23
H -3.0403 -0.3270 -0.3670  0.40

=====

- What is the strongest force on any atom in the fifth record?
  0.107 Eh/bohr

=====

- Look up the strongest force on any atom of the second one.
  0.142 Eh/bohr